DFT (ωB97M-V with the def2-TZVPD basis set) results for C3H6O4 in the gas phase.

```
13
C3H6O4 (ωB97M-V with the def2-TZVPD basis set)
C -1.2453 1.9632 0.1570
O -0.5583 1.3280 -0.8941
O 0.9676 1.2990 -0.4497
C 1.2705 0.0216 -0.1469
O 2.3996 -0.4049 0.0396
O 0.1304 -0.7708 -0.1178
C 0.3234 -2.1749 0.0160
H -1.3178 1.3070 1.0304
H -0.7646 2.9066 0.4295
H -2.2629 2.1549 -0.2089
H 0.0423 -2.6541 -0.9264
H 1.3552 -2.4428 0.2643
H -0.3400 -2.5327 0.8070
```

The value obtained for the HOMO energy is -0.3998 Ha. Its HOMO-LUMO gap is 10.885 eV. As for the energy above the lowest of the compared OMol25 structures with the same formula, charge and spin: 88.8 kcal/mol.


DFT (ωB97M-V with the def2-TZVPD basis set) results for C3H6O4 in the gas phase.

```
13
C3H6O4 (ωB97M-V with the def2-TZVPD basis set)
O -0.7431 -1.9927 1.3588
C -0.7754 -1.4979 0.2580
O -1.8636 -1.3750 -0.4924
O 0.2610 -1.0523 -0.4281
C 1.5322 -1.0839 0.2230
C 2.6503 -0.6982 -0.6967
O 2.2413 0.7592 -0.2694
H -2.6239 -1.7262 -0.0119
H 1.5775 -0.8984 1.2994
H 2.0545 -2.1666 -0.0858
H 2.4134 -0.8465 -1.7612
H 3.6179 -0.8591 -0.2053
H 1.6316 1.0572 -0.9510
```

The value obtained for the HOMO energy is -0.3293 Ha. Its HOMO-LUMO gap is 9.598 eV. As for the energy above the lowest of the compared OMol25 structures with the same formula, charge and spin: 73.9 kcal/mol.